{"formula": "C5H20O5", "method": "ωB97M-V/def2-TZVPD", "species": ["C", "O", "H", "H", "H", "H", "C", "O", "H", "H", "H", "H", "C", "O", "H", "H", "H", "H", "C", "O", "H", "H", "H", "H", "C", "O", "H", "H", "H", "H"], "coordinates": [[0.778, -4.206, -0.635], [0.773, -5.002, 0.532], [1.455, -3.334, -0.595], [0.956, -4.858, -1.503], [-0.267, -3.848, -0.790], [0.360, -4.562, 1.299], [0.173, -0.913, 2.143], [-1.071, -0.787, 1.456], [0.919, -1.448, 1.535], [0.661, 0.042, 2.370], [-0.076, -1.374, 3.112], [-0.926, -0.127, 0.770], [2.264, 2.468, 1.869], [2.964, 1.670, 0.903], [2.076, 1.891, 2.776], [2.889, 3.346, 2.092], [1.353, 2.815, 1.425], [3.871, 1.684, 1.093], [-3.250, 1.427, -2.275], [-2.834, 2.363, -1.352], [-4.097, 0.831, -1.906], [-3.439, 1.827, -3.274], [-2.455, 0.677, -2.490], [-3.615, 2.726, -0.943], [0.444, 1.041, -1.469], [-0.483, 1.133, -0.330], [1.436, 1.092, -1.054], [0.280, 0.068, -1.968], [0.212, 1.839, -2.119], [-1.349, 1.521, -0.669]], "de_lowest_kj_mol": 195.3, "homo_ev": -9.467, "total_energy_ha": -578.5924}